# 1
Computed, not measured: 4 unconnected molecules or ions with the total composition C31H72N11O5P3 at a distorted geometry, with ωB97M-V/def2-TZVPD.

The HOMO-LUMO gap comes out at 6.27 eV. As for the total charge: 0. The structure (SMILES) is [H]/N=C\CC1=CC(=O)C(CCCCCN)=CC1=O.CN(C)P(=O)(N(C)C)N(C)C.CN(C)P(=O)(N(C)C)N(C)C.CN(C)P(=O)(N(C)C)N(C)C. As for the energy above the lowest of the compared OMol25 structures with the same formula, charge and spin: 12.718 eV.

The geometry in XYZ format:
```
122
Properties=species:S:1:pos:R:3:forces:R:3
H -0.829 -5.567 -0.140 -0.64 0.76 -0.37
N -1.278 -4.682 -0.493 5.31 3.37 -0.31
C -0.209 -3.808 -0.619 -2.19 -2.76 0.70
C 1.318 -4.343 -0.206 -0.97 1.27 0.97
C 1.402 -4.338 1.459 2.02 -2.74 2.24
C 2.238 -5.340 2.235 -2.93 2.95 -1.06
C 2.222 -5.277 3.904 3.82 -1.92 2.31
O 3.286 -5.753 4.577 -6.61 2.83 -4.02
C 0.893 -4.661 4.712 -2.13 2.69 -2.93
C 0.485 -5.067 6.256 1.46 -0.01 0.13
C -0.250 -3.873 7.106 -0.06 0.09 0.70
C 0.812 -2.914 7.964 -0.92 0.35 -0.18
C 1.986 -2.243 7.036 0.12 0.29 -0.35
C 2.253 -0.626 7.370 0.61 -1.28 -0.78
N 0.982 0.176 7.087 0.60 -0.60 -0.78
C 0.095 -3.654 3.905 2.86 -3.06 0.73
C 0.581 -3.242 2.365 -1.30 4.58 -0.05
O 0.283 -1.981 1.991 1.90 -7.79 1.64
H -0.354 -2.687 -0.971 0.21 -2.61 0.79
H 1.433 -5.417 -0.664 0.03 2.12 1.17
H 2.142 -3.592 -0.575 -1.64 -1.60 0.51
H 2.869 -6.188 1.683 -1.41 2.15 1.52
H 1.514 -5.288 6.819 -2.15 0.41 -1.32
H -0.117 -6.093 6.322 1.17 2.35 -0.56
H -1.005 -4.409 7.855 1.68 1.24 -1.51
H -0.896 -3.132 6.471 1.23 -1.63 0.93
H 0.151 -2.024 8.378 1.35 -1.86 -0.65
H 1.254 -3.508 8.891 -0.83 1.25 -2.06
H 1.712 -2.261 5.875 0.44 -0.17 2.55
H 2.956 -2.893 7.181 -1.73 1.53 -0.40
H 2.598 -0.550 8.486 -0.76 0.15 -2.08
H 3.128 -0.272 6.644 -1.71 -0.78 1.73
H 1.208 1.070 6.586 -0.19 -1.34 0.68
H 0.341 -0.376 6.455 1.16 0.84 0.87
H -0.872 -3.120 4.291 2.24 -1.03 -0.82
C -1.586 2.042 -3.353 0.13 0.33 0.28
N -0.639 0.938 -3.228 -1.18 -0.48 0.52
C -1.244 -0.082 -2.367 0.00 -0.64 -0.29
P 1.065 1.061 -3.057 -4.02 0.98 -7.22
O 1.311 -0.286 -3.779 1.80 -0.81 3.98
N 1.695 1.936 -4.403 1.26 1.30 -1.11
C 0.913 2.082 -5.624 -0.38 -0.10 0.14
C 3.057 1.523 -4.778 -0.05 0.03 0.45
N 0.782 2.610 -2.226 2.46 -0.31 2.28
C 1.369 3.881 -2.656 0.27 0.29 -0.47
C 1.078 2.440 -0.796 -0.59 0.02 0.57
H -1.829 2.491 -2.382 -0.07 0.05 0.03
H -2.525 1.690 -3.798 0.23 -0.28 0.11
H -1.233 2.841 -4.003 0.22 -0.09 0.11
H -1.320 0.272 -1.333 -0.21 0.03 0.14
H -0.652 -1.003 -2.360 0.08 0.23 -0.15
H -2.245 -0.359 -2.716 0.09 0.19 0.00
H 0.486 1.131 -5.956 -0.09 -0.04 -0.09
H 1.515 2.486 -6.448 0.22 -0.14 0.33
H 0.112 2.806 -5.490 -0.21 -0.06 0.05
H 3.058 0.606 -5.379 0.05 0.00 0.13
H 3.665 1.342 -3.881 -0.08 -0.06 -0.14
H 3.559 2.314 -5.347 -0.19 0.04 0.04
H 2.462 3.839 -2.691 -0.05 0.18 -0.09
H 1.087 4.691 -1.971 -0.09 -0.41 0.33
H 0.983 4.193 -3.631 0.22 -0.36 0.10
H 2.154 2.326 -0.629 -0.02 0.15 0.22
H 0.581 1.546 -0.404 0.04 -0.06 -0.09
H 0.711 3.287 -0.208 0.09 -0.04 -0.12
C -8.402 -1.931 -3.812 -0.08 -0.01 -0.48
N -7.148 -1.187 -3.735 -1.09 0.86 0.76
C -7.453 0.170 -3.276 0.54 0.13 0.44
P -5.841 -1.262 -4.846 -1.27 -5.98 5.64
O -4.792 -0.952 -3.749 0.55 3.45 -2.73
N -5.295 -2.894 -4.952 0.72 -1.66 -0.85
C -5.630 -3.858 -3.910 -0.31 0.19 0.24
C -3.855 -3.008 -5.236 -0.13 0.34 -0.27
N -7.046 -1.619 -6.106 1.42 1.80 -2.42
C -7.006 -2.811 -6.954 0.26 -0.59 -0.07
C -7.170 -0.447 -6.986 -0.66 0.44 -0.05
H -9.114 -1.470 -4.507 -0.10 -0.01 -0.01
H -8.881 -1.971 -2.826 0.28 0.20 -0.02
H -8.270 -2.968 -4.119 0.18 0.14 -0.11
H -8.003 0.729 -4.042 -0.26 0.10 0.04
H -6.541 0.731 -3.047 -0.02 -0.23 -0.10
H -8.049 0.158 -2.356 0.00 -0.13 -0.18
H -5.445 -3.460 -2.908 -0.02 -0.06 0.11
H -5.056 -4.786 -4.014 0.14 0.34 -0.21
H -6.670 -4.168 -3.985 -0.17 0.08 0.11
H -3.246 -2.869 -4.335 0.00 0.08 -0.11
H -3.548 -2.256 -5.975 0.01 -0.06 0.16
H -3.623 -3.989 -5.666 -0.20 0.03 0.07
H -6.066 -2.889 -7.510 -0.12 -0.18 -0.01
H -7.826 -2.799 -7.683 0.01 0.52 0.11
H -7.163 -3.724 -6.372 0.32 0.30 0.05
H -6.276 -0.325 -7.604 -0.15 0.07 -0.20
H -7.297 0.467 -6.394 0.09 -0.05 0.08
H -8.049 -0.525 -7.635 0.14 -0.08 0.07
C 5.428 6.115 3.499 0.12 -0.10 -0.47
N 5.441 4.782 4.096 1.12 0.82 0.69
C 6.683 4.640 4.860 -0.21 -0.36 0.59
P 4.915 3.323 3.359 -5.30 5.53 3.15
O 4.495 2.701 4.713 3.08 -2.81 -1.41
N 3.265 3.501 2.892 -1.74 -0.21 -1.14
C 2.436 4.548 3.479 0.30 0.25 0.16
C 2.509 2.239 2.937 0.43 -0.09 -0.21
N 5.397 4.038 1.801 1.21 -2.79 -1.36
C 4.488 4.197 0.665 -0.59 0.02 -0.17
C 6.603 3.348 1.318 0.73 0.35 -0.08
H 6.282 6.278 2.830 0.04 0.08 -0.03
H 5.472 6.882 4.283 0.04 -0.32 0.11
H 4.523 6.324 2.931 0.05 -0.24 -0.02
H 7.552 4.601 4.194 0.20 0.19 0.01
H 6.682 3.724 5.459 -0.17 0.08 -0.17
H 6.818 5.470 5.563 -0.09 -0.01 -0.21
H 2.528 4.582 4.569 -0.04 0.09 0.09
H 1.376 4.412 3.236 0.24 -0.33 -0.07
H 2.690 5.523 3.068 0.13 0.15 0.10
H 2.188 1.988 3.955 0.08 -0.09 -0.06
H 3.121 1.410 2.558 -0.10 0.07 0.14
H 1.621 2.297 2.296 0.09 0.16 0.03
H 4.050 3.244 0.351 -0.08 0.16 -0.09
H 5.015 4.624 -0.198 0.42 -0.19 0.26
H 3.690 4.912 0.885 0.08 -0.37 0.21
H 6.369 2.328 0.998 0.16 0.03 -0.20
H 7.355 3.286 2.113 -0.10 -0.03 0.07
H 7.067 3.889 0.487 -0.15 -0.06 0.08
```
Positions in Å, forces in eV/Å.



# 2
Computed, not measured: 3 unconnected molecules or ions with the total composition C31H72N5 at a distorted geometry, with ωB97M-V/def2-TZVPD.

The HOMO-LUMO gap comes out at 4.02 eV. As for the total charge: +1.

The geometry in XYZ format:
```
108
Properties=species:S:1:pos:R:3:forces:R:3
C 4.299 -4.120 2.289 -0.46 -0.20 -0.31
C 3.701 -3.439 0.961 0.08 -0.60 0.92
C 3.853 -4.401 -0.291 0.86 0.25 -0.19
C 4.047 -3.648 -1.681 -0.56 -1.10 0.10
C 2.642 -3.171 -2.322 1.47 0.20 -0.96
C 2.591 -1.581 -2.420 -0.42 -0.06 0.73
C 1.257 -0.922 -1.876 -0.05 0.70 -0.41
C -0.019 -1.134 -2.807 -0.41 1.22 0.14
C -1.384 -0.975 -1.976 0.81 0.33 -0.21
C -1.489 0.455 -1.285 -0.66 0.35 0.39
C -2.954 0.779 -0.709 0.41 0.51 1.03
C -3.030 0.534 0.888 -0.55 0.06 -0.30
C -4.347 -0.263 1.336 0.89 -1.27 0.67
C -3.902 -1.767 1.732 -0.26 0.10 -1.28
C -3.786 -2.607 0.370 -0.89 0.10 0.22
C -5.223 -3.237 -0.005 1.66 -0.85 -0.25
C -4.985 -4.671 -0.688 -0.33 0.18 -0.19
C -4.913 -4.594 -2.279 -0.54 0.19 2.02
N -5.180 -5.959 -2.842 -1.65 -0.07 -1.11
C -4.621 -7.113 -2.430 2.05 -2.27 -0.45
N -3.658 -7.736 -3.299 -1.75 2.94 2.50
N -4.930 -7.827 -1.221 0.66 2.36 -1.07
H 5.426 -4.236 2.197 -1.39 0.27 0.26
H 3.866 -5.164 2.437 0.50 1.26 -0.27
H 4.006 -3.524 3.215 0.64 -0.66 -1.20
H 2.608 -3.206 1.189 1.35 -0.06 -0.54
H 4.284 -2.474 0.817 -0.89 -1.08 -0.08
H 2.995 -5.136 -0.403 0.90 0.91 0.33
H 4.789 -5.031 -0.115 -1.15 0.75 -0.18
H 4.785 -2.800 -1.575 -0.93 -0.78 -0.06
H 4.540 -4.401 -2.384 -0.68 0.99 0.82
H 2.670 -3.575 -3.390 -0.36 0.47 1.36
H 1.754 -3.645 -1.812 0.95 0.67 -0.28
H 2.762 -1.278 -3.499 -0.22 -0.17 1.28
H 3.442 -1.154 -1.791 -1.04 -0.52 -0.91
H 1.019 -1.191 -0.792 0.46 -0.05 -1.37
H 1.444 0.207 -1.855 -0.26 -1.39 0.09
H -0.012 -0.265 -3.551 0.02 -1.23 0.72
H 0.005 -2.079 -3.424 0.01 0.77 0.89
H -1.384 -1.801 -1.199 -0.24 0.97 -0.75
H -2.286 -1.079 -2.653 0.98 -0.10 0.65
H -0.784 0.524 -0.392 -0.67 -0.03 -1.32
H -1.243 1.310 -1.999 -0.01 -1.38 0.67
H -3.205 1.884 -0.840 0.38 -1.47 -0.19
H -3.759 0.185 -1.233 0.89 0.56 0.46
H -3.013 1.525 1.445 0.08 -1.12 -0.87
H -2.090 -0.024 1.214 -1.31 0.56 -0.35
H -4.843 0.178 2.252 0.52 -0.21 -1.21
H -5.104 -0.371 0.490 0.89 0.48 1.12
H -2.891 -1.767 2.233 -1.27 0.10 -0.26
H -4.695 -2.264 2.382 1.18 0.60 -0.63
H -3.017 -3.432 0.414 -0.78 0.85 0.20
H -3.493 -1.935 -0.494 -0.16 -0.71 1.15
H -5.850 -3.430 0.917 0.64 0.59 -1.12
H -5.696 -2.524 -0.739 -0.03 -0.93 0.94
H -5.830 -5.376 -0.401 0.82 0.98 -0.50
H -4.034 -5.160 -0.297 -1.03 0.76 -0.32
H -3.893 -4.242 -2.623 -1.27 -0.30 0.25
H -5.745 -3.888 -2.597 1.20 -1.12 0.03
H -5.814 -6.004 -3.654 1.07 0.08 0.14
H -2.826 -7.981 -2.747 -0.48 -1.00 -0.35
H -3.401 -7.012 -3.978 0.05 -0.56 0.02
H -4.317 -7.481 -0.460 -0.03 -0.87 -0.33
H -5.885 -7.598 -0.919 0.42 0.15 -0.25
C 4.871 5.070 1.658 0.05 0.01 -0.11
C 4.496 3.608 1.868 0.00 0.15 -0.03
N 3.548 3.099 0.885 -0.44 -0.23 -0.01
C 2.979 1.804 1.248 -0.07 0.09 0.19
C 3.930 0.608 1.323 -0.04 -0.25 -0.05
C 3.932 3.239 -0.515 0.11 0.34 -0.03
C 5.244 2.592 -0.960 0.10 -0.12 -0.28
H 3.982 5.705 1.630 0.02 -0.08 -0.04
H 5.502 5.411 2.481 -0.04 -0.05 -0.05
H 5.435 5.218 0.734 -0.05 0.03 0.04
H 4.040 3.535 2.862 -0.10 -0.21 -0.14
H 5.413 3.006 1.900 0.12 0.00 0.06
H 2.161 1.560 0.560 0.10 0.15 -0.12
H 2.495 1.909 2.227 0.12 0.15 -0.01
H 4.215 0.257 0.330 0.08 0.03 0.05
H 3.432 -0.228 1.823 0.00 0.04 0.00
H 4.836 0.831 1.889 -0.03 0.02 -0.04
H 3.985 4.307 -0.749 0.01 -0.02 0.14
H 3.122 2.865 -1.150 -0.08 -0.10 0.23
H 6.062 2.772 -0.261 -0.07 0.00 0.01
H 5.547 3.006 -1.927 -0.03 -0.01 0.09
H 5.138 1.516 -1.102 0.09 0.03 0.10
C 0.014 3.975 -0.184 0.14 -0.07 0.11
C -0.754 5.223 0.227 0.02 -0.11 -0.02
N -1.449 5.087 1.500 -0.36 -0.06 0.14
C -2.402 6.162 1.757 -0.18 0.01 -0.17
C -1.851 7.579 1.923 -0.04 0.17 0.15
C -0.627 4.695 2.639 0.19 -0.27 -0.10
C 0.559 5.589 3.002 0.15 0.07 0.27
H -0.638 3.097 -0.204 -0.02 0.06 0.06
H 0.428 4.109 -1.187 -0.02 0.03 0.05
H 0.852 3.772 0.487 0.00 -0.01 -0.06
H -1.495 5.417 -0.557 -0.10 0.13 0.23
H -0.069 6.080 0.224 0.10 0.05 -0.09
H -3.000 5.911 2.640 0.17 -0.12 0.01
H -3.122 6.177 0.930 0.15 -0.10 -0.05
H -1.370 7.712 2.893 0.06 0.02 -0.09
H -2.671 8.300 1.875 0.03 -0.04 -0.01
H -1.139 7.843 1.139 -0.01 -0.04 0.03
H -0.244 3.686 2.453 -0.02 0.06 -0.13
H -1.264 4.580 3.522 -0.16 0.14 -0.16
H 1.138 5.899 2.129 -0.05 -0.04 0.00
H 1.240 5.045 3.665 -0.04 0.01 -0.08
H 0.244 6.481 3.544 0.05 0.02 -0.12
```
Positions in Å, forces in eV/Å.



| no. | HOMO (eV) |
| --- | --- |
| 1 | -7.8692 |
| 2 | -9.2684 |